Record 1
Here is 2 unconnected molecules or ions with the total composition CH4N2 in a non-equilibrium geometry from the Open Molecules 2025 dataset. Energies are from ωB97M-V/def2-TZVPD.

* E_HOMO: -0.36395 Eh
* largest force on an atom: 4.2 eV/A
* energy above the lowest of the compared OMol25 structures with the same formula, charge and spin: 6.2568 eV

Each line ends with the natural charge from an NBO analysis.
Atoms and positions in Å:
C -0.53 0.14 -0.11  0.049
N 0.44 -0.69 0.56  -0.490
N 0.74 0.67 0.10  -0.480
H -0.81 -0.41 -1.84  0.029
H -1.39 0.38 0.54  0.196
H 0.38 -0.68 1.54  0.345
H 1.17 0.58 -0.78  0.351

Record 2
Here is CH4N2 in the gas phase in a non-equilibrium geometry from the Open Molecules 2025 dataset. Energies are from ωB97M-V/def2-TZVPD.

* E_HOMO: -0.35654 Eh
* largest force on an atom: 10.8 eV/A
* energy above the lowest of the compared OMol25 structures with the same formula, charge and spin: 2.6590 eV

Each line ends with the natural charge from an NBO analysis.
Atoms and positions in Å:
H 1.07 -1.17 -0.24  0.306
N 1.44 -0.10 -0.04  -0.632
C 0.38 0.57 -0.13  0.260
N -0.87 -0.14 -0.17  -0.810
H 0.12 1.57 0.08  0.169
H -0.65 -1.11 0.33  0.366
H -1.49 0.38 0.17  0.342

Record 3
Here is CH4N2O in the gas phase in a non-equilibrium geometry from the Open Molecules 2025 dataset. Energies are from ωB97M-V/def2-TZVPD.

* E_HOMO: -0.36458 Eh
* largest force on an atom: 3.5 eV/A
* energy above the lowest of the compared OMol25 structures with the same formula, charge and spin: 3.4495 eV

Each line ends with the natural charge from an NBO analysis.
Atoms and positions in Å:
H 2.36 0.81 0.02  0.329
N 2.02 -0.16 -0.10  -0.642
C 0.78 0.19 0.02  0.365
O -0.16 -0.76 -0.19  -0.370
N -1.47 -0.21 -0.08  -0.553
H 0.42 1.14 0.34  0.155
H -1.90 -0.35 0.83  0.352
H -2.04 -0.66 -0.83  0.364

Record 4
Here is CH4N2O in the gas phase in a non-equilibrium geometry from the Open Molecules 2025 dataset. Energies are from ωB97M-V/def2-TZVPD.

* E_HOMO: -0.36583 Eh
* largest force on an atom: 2.1 eV/A
* energy above the lowest of the compared OMol25 structures with the same formula, charge and spin: 3.1509 eV

Each line ends with the natural charge from an NBO analysis.
Atoms and positions in Å:
H 1.71 0.20 0.38  0.344
N 1.47 -0.74 0.07  -0.654
C 0.24 -0.87 -0.20  0.247
N -0.93 -0.02 -0.05  -0.364
O -0.54 1.35 0.14  -0.573
H -0.03 -1.90 -0.55  0.160
H -1.54 -0.10 -0.92  0.362
H -1.03 1.52 1.00  0.478

Record 5
Here is a molecular structure, CH4N2O in a non-equilibrium geometry from the Open Molecules 2025 dataset. Energies are from ωB97M-V/def2-TZVPD.

* E_HOMO (spin up / spin down): -0.26292 / -0.35181 Eh
* largest force on an atom: 7.2 eV/A
* energy above the lowest of the compared OMol25 structures with the same formula, charge and spin: 3.4609 eV
* ⟨S²⟩: 2.011
* multiplicity: 3

Each line ends with the natural charge from an NBO analysis.
Atoms and positions in Å:
C -0.87 0.76 -1.36  -0.165
N -0.57 0.18 -0.30  0.010
N 0.60 -1.05 1.58  -0.607
O 0.64 -0.25 0.03  -0.245
H -1.89 1.04 -1.32  0.200
H -0.17 1.03 -2.06  0.184
H 1.45 -1.51 1.32  0.309
H 0.82 -0.21 2.12  0.314

Record 6
Here is 2 unconnected molecules or ions with the total composition CH4N2O in a non-equilibrium geometry from the Open Molecules 2025 dataset. Energies are from ωB97M-V/def2-TZVPD.

* E_HOMO (spin up / spin down): -0.29057 / -0.37827 Eh
* largest force on an atom: 3.0 eV/A
* energy above the lowest of the compared OMol25 structures with the same formula, charge and spin: 3.0915 eV
* ⟨S²⟩: 2.003
* multiplicity: 3

Each line ends with the natural charge from an NBO analysis.
Atoms and positions in Å:
C -0.18 0.30 0.23  0.466
N 1.10 0.58 -0.04  -0.480
N 0.40 -0.56 -0.72  -0.514
O -1.24 1.09 0.05  -0.665
H -0.42 -1.78 2.05  -0.001
H 1.26 1.26 -0.73  0.350
H 0.67 -1.47 -0.15  0.358
H -1.60 0.58 -0.70  0.487

Record 7
Here is 2 unconnected molecules or ions with the total composition CH4N2O2 in a non-equilibrium geometry from the Open Molecules 2025 dataset. Energies are from ωB97M-V/def2-TZVPD.

* E_HOMO (spin up / spin down): -0.34157 / -0.31437 Eh
* largest force on an atom: 3.7 eV/A
* energy above the lowest of the compared OMol25 structures with the same formula, charge and spin: 6.2082 eV

Each line ends with the natural charge from an NBO analysis.
Atoms and positions in Å:
C 0.20 -0.44 -0.20  0.055
N 0.99 0.58 -0.51  -0.816
N -1.17 -0.06 -0.01  0.479
O -1.34 1.10 0.33  -0.424
O -1.98 -0.93 -0.03  -0.353
H 0.44 -1.53 -0.15  0.275
H 0.28 -0.71 1.73  -0.077
H 0.72 1.48 -0.03  0.438
H 1.85 0.51 -1.14  0.424

Record 8
Here is CH4N2O2 in the gas phase in a non-equilibrium geometry from the Open Molecules 2025 dataset. Energies are from ωB97M-V/def2-TZVPD.

* E_HOMO: -0.31710 Eh
* largest force on an atom: 6.6 eV/A
* energy above the lowest of the compared OMol25 structures with the same formula, charge and spin: 4.8861 eV

Each line ends with the natural charge from an NBO analysis.
Atoms and positions in Å:
O 0.91 1.38 0.73  -0.583
N 0.15 0.47 1.46  -0.221
C -0.34 -0.45 0.63  0.145
N 0.00 -0.21 -0.68  -0.367
O -0.17 -1.32 -1.59  -0.571
H 0.81 2.23 1.58  0.494
H -1.10 -1.24 0.85  0.220
H 0.89 0.17 -1.09  0.414
H -1.16 -1.03 -1.88  0.468

What is the formula in the seventh record?
CH4N2O2